18
Properties=species:S:1:pos:R:3:forces:R:3:mulliken_charge:R:1 method="wB97M-V/def2-TZVPD" smiles="CCCCOC(=O)S" e_homo_ev=-10.08 multiplicity=1 gap_ev=10.59 relative_energy_kcal_mol=43.4
C 2.208494 -1.230379 0.403161 -0.3 -0.1 -0.5 -1.0719
C 0.897420 -0.760668 -0.446518 1.0 0.2 1.8 -0.1358
C 0.538293 0.714360 0.112581 0.5 -0.1 -0.8 -0.6627
C -0.583079 1.484164 -0.732779 1.9 1.1 -0.2 -0.3945
O -1.942344 1.320338 -0.246778 0.0 -2.5 0.2 -0.3321
C -2.343972 -0.038689 -0.216307 -0.1 -1.0 -2.7 0.5675
O -2.345041 -0.798634 -1.212830 0.2 3.0 4.2 -0.4613
S -2.843257 -0.693046 1.465916 -0.4 1.1 -0.8 -0.2185
H 2.597473 -2.210630 -0.061218 -0.4 1.5 0.9 0.3174
H 3.029774 -0.420770 0.378227 -1.2 -1.3 -0.2 0.2899
H 1.956381 -1.395131 1.507265 0.2 0.1 -1.6 0.2848
H 0.077849 -1.533118 -0.228668 1.1 1.3 -0.6 0.2233
H 1.193101 -0.734981 -1.547745 -0.7 0.0 1.4 0.2517
H 0.345145 0.711765 1.250252 0.0 -0.1 -1.8 0.2561
H 1.512087 1.327338 -0.015837 -1.6 -0.9 0.1 0.3580
H -0.346553 2.610621 -0.633891 -0.8 -1.8 -0.1 0.2996
H -0.464457 1.251123 -1.850575 -0.5 0.0 1.6 0.2587
H -3.487315 0.396338 2.075743 1.0 -0.8 -1.0 0.1699